Entry 1:
Density functional theory data (ωB97M-V/def2-TZVPD) for C45H45AsClN2O4S2Sb2Sn as an isolated structure in a non-equilibrium geometry.

The value obtained for the total energy is -6339.3388 Ha. For the highest occupied orbital energy, the calculation gives -4.7 eV. The value obtained for the energy above the lowest of the compared OMol25 structures with the same formula, charge and spin is 125.7 kcal/mol. The calculation puts the gap between HOMO and LUMO at 6.851 eV. For the LUMO energy, the calculation gives 2.1 eV. As for the max |F|: 0.110 hartree/bohr.

The geometry in ORCA input format:
```
! wB97M-V def2-TZVPD RIJCOSX def2/J DEFGRID3
* xyz -1 1
Sn -1.678 0.313 0.621
C -4.263 2.978 3.827
C -3.756 2.123 2.675
S -2.040 1.737 2.718
C -4.575 1.705 1.695
C -6.057 2.000 1.676
S -4.070 0.747 0.302
H -3.434 3.261 4.472
H -4.997 2.440 4.435
H -4.734 3.896 3.464
H -6.325 2.761 2.409
H -6.631 1.095 1.897
H -6.366 2.344 0.687
C 1.339 1.155 3.197
Sb 1.473 -0.779 2.253
C 3.626 -0.783 2.394
C 1.191 -1.840 4.139
C 1.283 -3.333 3.999
C 2.529 -3.961 3.925
C 2.647 -5.336 3.776
C 1.491 -6.114 3.716
C 0.254 -5.492 3.807
C 0.136 -4.108 3.939
C -1.191 -3.451 4.024
Sb -1.816 -2.707 2.068
C -3.786 -2.294 2.810
C -2.201 -4.684 1.328
H 1.710 1.090 4.221
H 0.306 1.506 3.207
H 1.950 1.863 2.634
H 3.943 -0.731 3.438
H 4.000 0.093 1.858
H 4.041 -1.675 1.922
H 0.231 -1.501 4.527
H 1.986 -1.473 4.790
H 3.423 -3.349 3.990
H 3.626 -5.795 3.718
H 1.554 -7.189 3.605
H -0.651 -6.092 3.778
H -1.209 -2.612 4.722
H -1.975 -4.150 4.319
H -4.169 -3.120 3.409
H -4.451 -2.096 1.968
H -3.729 -1.384 3.411
H -2.989 -5.165 1.909
H -1.276 -5.257 1.419
H -2.483 -4.636 0.276
O -4.084 -0.789 -4.810
C -3.998 0.515 -4.673
O -4.669 1.287 -5.322
C -2.999 0.995 -3.669
C -2.601 2.301 -3.475
Cl -3.117 3.685 -4.325
N -1.653 2.313 -2.497
N -1.432 1.057 -2.050
C -2.233 0.265 -2.729
C -2.220 -1.225 -2.411
O -2.763 -1.971 -3.263
O -1.667 -1.558 -1.347
C -0.896 3.354 -1.864
C 0.168 2.960 -1.057
C 0.910 3.908 -0.372
C 0.616 5.258 -0.497
C -0.422 5.646 -1.328
C -1.186 4.706 -2.007
H -3.468 -1.286 -4.152
H 0.421 1.914 -0.982
H 1.723 3.579 0.266
H 1.186 5.996 0.052
H -0.653 6.697 -1.453
H -2.002 5.034 -2.624
C 0.256 -0.258 -5.969
C 0.730 -1.308 -5.197
C 1.035 -1.110 -3.855
C 0.865 0.141 -3.273
C 0.380 1.188 -4.052
C 0.085 0.994 -5.393
As 1.185 0.463 -1.354
C 2.505 1.884 -1.620
C 2.253 3.226 -1.859
C 3.311 4.115 -2.007
C 4.621 3.660 -1.896
C 4.878 2.319 -1.649
C 3.823 1.423 -1.514
C 3.948 -0.033 -1.277
C 5.141 -0.742 -1.163
C 5.113 -2.113 -0.953
C 3.900 -2.785 -0.840
C 2.707 -2.080 -0.938
C 2.731 -0.712 -1.175
H 0.014 -0.414 -7.012
H 0.854 -2.290 -5.635
H 1.401 -1.941 -3.267
H 0.227 2.167 -3.612
H -0.289 1.819 -5.987
H 1.233 3.591 -1.928
H 3.114 5.162 -2.200
H 5.444 4.355 -2.003
H 5.902 1.976 -1.562
H 6.092 -0.229 -1.240
H 6.043 -2.661 -0.866
H 3.884 -3.853 -0.665
H 1.761 -2.596 -0.826
*
```



Entry 2:
Density functional theory data (ωB97M-V/def2-TZVPD) for C47H47BiIN7O3Se2Te as an isolated structure.

The value obtained for the total energy is -8011.2547 Ha. For the highest occupied orbital energy (spin up / spin down), the calculation gives -9.9 / -10.2 eV. The value obtained for the energy above the lowest of the compared OMol25 structures with the same formula, charge and spin is 9.9 kcal/mol. The calculation puts the gap between HOMO and LUMO (spin up / spin down) at 7.585 / 6.409 eV. For the LUMO energy (spin up / spin down), the calculation gives -2.3 / -3.8 eV. As for the max |F|: 0.012 hartree/bohr. The expectation value of S² is 0.756.

The geometry in ORCA input format:
```
! wB97M-V def2-TZVPD RIJCOSX def2/J DEFGRID3
* xyz 1 2
Bi 0.552 1.921 -0.809
N -0.768 4.116 0.996
C -0.032 4.266 2.163
C 0.034 5.447 2.863
C 0.737 5.538 4.081
C 1.339 4.440 4.629
C 1.329 3.222 3.912
C 1.907 2.032 4.405
C 1.910 0.903 3.636
C 1.399 0.982 2.329
N 0.847 2.066 1.837
C 0.724 3.161 2.638
H -1.257 3.244 0.863
H -1.318 4.912 0.719
H -0.503 6.311 2.486
H 0.760 6.486 4.603
H 1.824 4.486 5.595
H 2.335 2.030 5.401
H 2.324 -0.027 3.998
H 1.480 0.136 1.653
Se 3.296 5.499 -1.821
Se 2.814 4.299 0.088
C 3.781 2.658 -0.291
C 5.166 2.675 -0.368
C 5.837 1.488 -0.608
C 5.108 0.318 -0.753
C 3.732 0.381 -0.648
N 3.079 1.525 -0.418
C 1.543 5.528 -2.633
C 1.421 6.218 -3.833
C 0.175 6.259 -4.430
C -0.892 5.617 -3.817
C -0.660 4.960 -2.622
N 0.537 4.919 -2.031
H 5.700 3.606 -0.237
H 6.917 1.478 -0.674
H 5.592 -0.629 -0.950
H 3.112 -0.495 -0.784
H 2.280 6.699 -4.286
H 0.038 6.791 -5.364
H -1.882 5.634 -4.252
H -1.461 4.428 -2.116
O -0.411 -1.112 -3.599
C 0.235 -0.477 -2.845
N 0.917 0.171 -2.094
N 1.115 1.431 -5.043
C 2.034 1.846 -4.159
O 1.809 2.688 -3.297
C 3.442 1.309 -4.301
I 3.587 -0.809 -4.509
H 0.169 1.763 -4.947
H 1.275 0.634 -5.635
H 4.001 1.584 -3.414
H 3.913 1.737 -5.181
C -0.665 -5.813 6.076
C -0.750 -4.953 4.843
C 0.366 -4.326 4.318
C 0.296 -3.506 3.193
C 1.593 -2.886 2.747
C -0.937 -3.329 2.552
Te -1.308 -1.895 0.924
N -0.889 0.425 0.114
C -1.957 1.013 -0.362
O -1.803 2.077 -1.102
C -3.375 0.610 -0.106
C -4.254 0.521 -1.181
C -5.580 0.173 -0.966
C -6.037 -0.060 0.324
C -5.170 0.068 1.403
C -3.841 0.400 1.188
C -0.936 -3.018 -0.856
C 0.333 -3.343 -1.343
C 1.629 -2.921 -0.709
C 0.429 -4.094 -2.512
C -0.686 -4.501 -3.221
C -0.559 -5.282 -4.500
C -1.934 -4.123 -2.743
C -2.089 -3.376 -1.584
C -3.489 -2.960 -1.198
C -2.093 -3.935 3.085
C -3.478 -3.818 2.492
C -1.966 -4.742 4.209
H 0.364 -5.918 6.418
H -1.065 -6.810 5.882
H -1.252 -5.378 6.887
H 1.329 -4.465 4.799
H 2.210 -2.638 3.611
H 1.430 -1.987 2.161
H 2.161 -3.591 2.142
H -3.888 0.721 -2.180
H -6.258 0.094 -1.806
H -7.072 -0.327 0.492
H -5.532 -0.087 2.412
H -3.161 0.518 2.024
H 1.493 -2.046 -0.077
H 2.349 -2.674 -1.492
H 2.053 -3.729 -0.115
H 1.418 -4.340 -2.888
H 0.463 -5.626 -4.654
H -0.840 -4.661 -5.353
H -1.219 -6.150 -4.496
H -2.822 -4.403 -3.301
H -4.196 -3.277 -1.962
H -3.574 -1.876 -1.094
H -3.799 -3.406 -0.256
H -3.703 -2.823 2.112
H -4.225 -4.070 3.243
H -3.595 -4.531 1.673
H -2.858 -5.215 4.607
*
```



Entry 3:
Density functional theory data (ωB97M-V/def2-TZVPD) for a 2-piece molecular cluster, ClH5N3P overall in a non-equilibrium geometry.

The value obtained for the total energy is -968.7164 Ha. For the highest occupied orbital energy (spin up / spin down), the calculation gives -9.6 / -8.0 eV. The value obtained for the energy above the lowest of the compared OMol25 structures with the same formula, charge and spin is 81.9 kcal/mol. The calculation puts the gap between HOMO and LUMO (spin up / spin down) at 8.729 / 6.994 eV. For the LUMO energy (spin up / spin down), the calculation gives -0.9 / -1.0 eV. As for the max |F|: 0.060 hartree/bohr.

The geometry in ORCA input format:
```
! wB97M-V def2-TZVPD RIJCOSX def2/J DEFGRID3
* xyz 0 1
N 1.906 0.156 1.429
N 0.071 -1.446 0.465
N -0.945 1.288 -2.036
P 0.492 0.204 0.798
Cl -1.043 0.931 1.820
H 2.224 0.711 2.228
H -0.900 -1.526 0.083
H 0.734 -1.897 -0.100
H -0.578 0.340 -2.419
H -1.962 1.238 -2.268
*
```